# 1
An isolated molecule of C25H26BCl2I3O7 in a non-equilibrium geometry, computed with ωB97M-V/def2-TZVPD.

The LUMO energy comes out at -0.9 eV. Its spin multiplicity is 1. The net charge is 0. As for the orbital gap: 0.28370 Ha.

Positions of all 64 atoms, in Å:
I: -1.726 2.307 5.086
I: 1.045 0.856 3.813
I: 1.086 4.453 0.438
Cl: 0.906 -5.469 2.921
Cl: -2.545 0.534 -6.192
O: -1.737 -0.496 2.493
O: -1.522 -1.657 -2.019
O: 1.027 -2.566 4.497
O: -1.363 -2.727 4.425
O: 0.935 -5.815 -0.002
O: 1.005 2.977 -2.179
O: 4.518 3.465 -2.191
C: -1.900 3.842 2.544
C: -1.903 -4.060 4.549
C: -0.403 -2.474 -0.071
C: -0.087 -3.047 2.220
C: 0.120 0.821 -1.676
C: -1.474 -0.124 -4.899
C: -0.035 1.634 1.053
C: 0.531 2.072 -1.259
C: 2.313 2.662 -2.698
C: 3.535 4.316 -4.185
C: -0.832 -1.412 -1.047
C: -0.958 -0.714 1.588
C: -0.118 2.112 2.479
C: -0.427 0.362 0.638
C: 0.456 -4.615 0.427
C: 0.041 -3.686 -0.501
C: 3.256 3.902 -2.723
C: 0.367 -4.266 1.753
C: -1.613 2.379 2.940
C: -2.864 -4.410 3.404
C: -0.470 -2.114 1.266
C: 0.203 0.382 -3.115
C: -0.981 0.963 -3.951
C: 0.443 2.464 0.056
C: -0.369 -0.017 -0.685
B: -0.127 -2.763 3.799
H: -1.110 -4.802 4.675
H: -3.884 -4.601 3.751
H: 2.869 4.739 -2.145
H: -1.815 1.281 -3.323
H: 1.148 0.662 -3.576
H: -0.650 -0.642 -5.395
H: 3.560 3.446 -4.852
H: 1.783 -5.958 0.442
H: -2.566 -5.308 2.849
H: -0.607 1.818 -4.521
H: -1.232 4.494 3.116
H: 2.173 2.362 -3.741
H: 4.497 4.824 -4.267
H: -2.931 -3.600 2.671
H: 4.855 2.793 -2.793
H: -2.925 4.134 2.784
H: 0.159 -0.704 -3.210
H: -2.315 1.722 2.438
H: 0.077 -3.910 -1.562
H: 2.723 4.966 -4.529
H: 0.370 3.081 2.558
H: -1.691 4.025 1.485
H: -2.472 -4.064 5.483
H: 2.803 1.889 -2.102
H: 0.912 -1.852 5.136
H: -2.064 -0.867 -4.363

=====

# 2
A structure of composition C25H26BrIrN3O3S, computed with ωB97M-V/def2-TZVPD.

The LUMO energy comes out at -3.7 eV. As for the energy above the lowest of the compared OMol25 structures with the same formula, charge and spin: 0.000 eV. Its spin multiplicity is 1. The net charge is +1. As for the orbital gap: 0.28247 Ha.

Positions of all 60 atoms, in Å:
Ir: -0.086 -0.203 0.485
Br: 2.223 2.139 7.210
S: -1.009 1.612 -0.472
O: 1.353 -0.291 -0.948
O: -1.218 -0.146 2.220
O: 0.790 0.652 2.170
N: -0.011 3.571 -1.888
N: -1.044 -1.430 -0.867
N: 1.534 1.957 -1.547
C: 0.577 -5.079 0.450
C: -0.423 -4.455 1.179
C: 3.958 -0.769 -1.599
C: -0.236 0.377 2.869
C: 0.966 4.281 -2.727
C: -0.972 -3.264 0.725
C: 5.260 -1.014 -1.996
C: -2.305 3.890 -2.776
C: 1.983 0.728 -1.404
C: 1.908 5.135 -1.894
C: -1.297 4.243 -1.693
C: 0.292 2.398 -1.347
C: -0.430 1.134 7.025
C: -1.531 0.601 6.368
C: 0.501 -3.327 -1.200
C: 0.728 1.414 6.313
C: 3.375 0.474 -1.844
C: -0.310 0.635 4.309
C: 5.413 1.218 -2.883
C: 1.036 -4.516 -0.735
C: 0.801 1.171 4.954
C: 4.110 1.467 -2.488
C: 5.988 -0.022 -2.638
C: -1.478 0.348 5.009
C: -0.508 -2.717 -0.467
H: -1.756 -2.765 1.283
H: 2.503 4.509 -1.232
H: 1.354 5.855 -1.290
H: 3.387 -1.533 -1.089
H: -2.432 0.386 6.926
H: -0.782 -4.894 2.100
H: 5.712 -1.977 -1.800
H: -1.093 5.314 -1.696
H: 2.579 5.692 -2.547
H: 0.865 -2.872 -2.112
H: 5.982 1.990 -3.383
H: 1.001 -6.009 0.804
H: -2.060 -1.421 -0.809
H: 1.700 1.391 4.396
H: -1.929 4.158 -3.763
H: 1.516 3.549 -3.313
H: -1.678 3.998 -0.702
H: -0.794 -1.194 -1.826
H: 1.817 -5.006 -1.299
H: -3.234 4.434 -2.610
H: 3.652 2.428 -2.671
H: 0.389 4.897 -3.417
H: -0.469 1.332 8.087
H: 7.007 -0.214 -2.947
H: -2.329 -0.064 4.484
H: -2.530 2.823 -2.770

=====

# 3
A structure of composition C25H26CdN4OS6Se in a non-equilibrium geometry, computed with ωB97M-V/def2-TZVPD.

The LUMO energy comes out at -0.2 eV. As for the energy above the lowest of the compared OMol25 structures with the same formula, charge and spin: 1.554 eV. Its spin multiplicity is 1. The net charge is 0. As for the orbital gap: 0.25430 Ha.

Positions of all 64 atoms, in Å:
Cd: 3.060 0.654 0.407
Se: 0.187 1.421 -1.289
S: -1.784 -6.822 -1.559
S: 3.825 4.768 3.140
S: 3.629 2.912 -0.871
S: 2.581 2.171 2.334
S: 4.401 5.532 0.357
S: 5.054 7.456 2.602
O: -1.237 -9.359 -1.767
N: 1.033 5.004 1.086
N: -1.598 -0.628 -2.037
N: -1.287 -0.629 0.108
N: -1.382 6.719 0.587
C: -0.434 -4.487 -2.244
C: 2.441 -1.235 0.096
C: 1.861 -2.178 -0.370
C: -0.705 -8.240 -1.608
C: -1.159 5.418 -0.029
C: 0.837 6.386 1.738
C: -3.194 -2.639 -2.235
C: 0.444 -3.416 -1.946
C: -0.868 -0.272 1.430
C: 0.921 -3.198 -0.680
C: 3.572 3.507 1.798
C: 4.384 6.045 2.090
C: -3.370 -3.649 -0.014
C: -0.090 -5.269 0.012
C: 0.753 -4.220 0.228
C: -0.395 4.450 0.918
C: -2.663 -2.652 0.646
C: -0.150 7.332 1.003
C: -0.953 0.012 -1.025
C: -2.215 -1.614 -0.201
C: -2.495 -1.584 -1.560
C: -3.650 -3.644 -1.400
C: -0.728 -5.402 -1.207
C: 3.821 3.887 0.524
C: 0.751 -8.187 -1.334
H: -0.752 -4.685 -3.230
H: -4.062 -4.522 -1.798
H: -3.270 -2.645 -3.329
H: -3.651 -4.554 0.534
H: -0.471 -1.067 1.935
H: 1.241 -4.184 1.196
H: -1.759 -0.007 2.025
H: -0.709 4.479 1.949
H: -0.085 -6.091 0.778
H: -0.232 0.593 1.276
H: -2.144 6.766 1.248
H: 0.553 6.096 2.753
H: 1.190 -7.216 -1.446
H: -0.399 8.198 1.703
H: 1.603 4.285 1.636
H: -2.155 5.018 -0.315
H: -2.295 -2.789 1.665
H: -0.644 5.500 -0.981
H: -1.615 -0.169 -2.949
H: 1.294 -8.865 -2.028
H: 1.854 6.758 1.885
H: 0.775 -2.829 -2.764
H: 0.903 -8.583 -0.290
H: 1.484 5.002 0.144
H: -0.236 3.429 0.575
H: 0.384 7.736 0.098

=====

# 4
A structure of composition C25H26ClCrN4O2S2, computed with ωB97M-V/def2-TZVPD.

The LUMO energy (spin up / spin down) comes out at 0.4 / 0.2 eV. As for the energy above the lowest of the compared OMol25 structures with the same formula, charge and spin: 0.432 eV. Its spin multiplicity is 4. The net charge is 0. As for the orbital gap (spin up / spin down): 0.28526 / 0.28406 Ha.

Positions of all 61 atoms, in Å:
Cr: 0.821 0.369 -0.968
Cl: 1.664 0.820 -3.268
S: -0.714 3.735 1.968
S: 0.244 2.660 -0.559
O: 1.297 -1.459 -1.169
O: 2.809 0.600 -0.176
N: -0.269 1.156 1.664
N: 5.015 0.956 -0.363
N: 0.122 0.048 0.905
N: 3.531 2.735 -0.449
C: 0.281 -4.815 0.971
C: -1.566 3.058 3.417
C: 0.353 -2.373 0.845
C: -1.338 -1.725 -3.830
C: 1.173 -3.756 -0.988
C: -0.978 -2.365 -5.005
C: 0.065 -1.100 1.521
C: -3.303 1.297 2.983
C: -3.976 3.594 2.992
C: -0.227 2.293 1.071
C: -5.281 3.218 2.722
C: 0.590 -0.395 -3.997
C: -4.609 0.916 2.713
C: 3.738 1.410 -0.336
C: 0.172 -1.997 -5.686
C: 0.982 -0.994 -5.172
C: -0.301 -1.174 2.981
C: 0.853 -4.896 -0.302
C: -0.566 -0.696 -3.287
C: -2.975 2.638 3.128
C: -5.602 1.875 2.582
C: 0.937 -2.471 -0.446
C: -0.905 0.033 -2.039
C: 0.049 -3.574 1.518
C: 6.166 1.766 -0.685
H: -0.353 -0.189 3.425
H: -3.729 4.644 3.094
H: 1.614 -3.795 -1.974
H: -2.526 0.550 3.070
H: -2.241 -2.017 -3.311
H: 4.284 3.390 -0.542
H: 0.449 -2.492 -6.604
H: -1.602 -3.158 -5.392
H: 2.571 3.060 -0.359
H: 5.078 -0.048 -0.418
H: -0.392 -3.535 2.502
H: -1.261 -1.675 3.107
H: 6.322 2.542 0.068
H: 1.899 -0.702 -5.660
H: 0.022 -5.709 1.519
H: -4.850 -0.133 2.601
H: -0.973 2.237 3.814
H: 1.045 -5.863 -0.748
H: -1.641 -0.526 -1.456
H: 7.050 1.133 -0.682
H: -6.049 3.973 2.622
H: -1.549 3.872 4.144
H: -1.326 1.013 -2.280
H: 6.080 2.232 -1.671
H: -6.620 1.578 2.371
H: 0.449 -1.769 3.503

=====

Calculated total energy (computed, Eh): -3333.30506 -4434.65142 -6220.74262 -3638.89699